1.
This record from the Open Molecules 2025 dataset describes a cluster of 2 separate species, C4H9NO2 in total at a distorted geometry. The level of theory is ωB97M-V/def2-TZVPD.

The geometry in XYZ format:
```
16
Properties=species:S:1:pos:R:3:forces:R:3
C -0.569909 1.701890 -1.035293 0.03 0.01 0.29
C -1.203623 0.490177 -0.412146 -0.29 0.36 0.57
O -1.385537 -0.573234 -1.185052 0.52 0.06 0.76
C 1.287622 -0.546064 -0.120515 0.86 -0.19 0.25
C 0.548748 -0.629902 1.022785 0.15 -0.32 -0.58
O -0.337744 0.301663 1.304993 -0.47 -0.33 -1.66
N 0.568461 -1.756011 1.830101 -0.02 0.05 0.00
H 0.102350 1.474771 -1.872691 -0.22 -0.15 0.33
H -0.023708 2.231064 -0.260289 -0.01 0.19 -0.10
H -1.381541 2.338691 -1.411746 0.11 -0.12 0.09
H -2.041907 0.608365 0.235871 -0.66 0.36 -0.09
H -0.608941 -0.729665 -1.759530 0.05 0.16 0.45
H 1.862217 -1.392931 -0.449848 0.44 -0.10 0.08
H 1.596433 0.445782 -0.427349 -0.24 -0.21 -0.31
H 0.160583 -1.678367 2.749476 -0.09 0.09 -0.20
H 1.426498 -2.286230 1.791234 -0.14 0.14 0.12
```
Positions in Å, forces in eV/Å.

LUMO level   0.874 eV
E_HOMO   -7.340 eV
Spin multiplicity   1
Gap between HOMO and LUMO   8.21 eV
Calculated total energy   -362.9614 a.u.

2.
This record from the Open Molecules 2025 dataset describes the ion C6H16N2 with charge +1 at a distorted geometry. The level of theory is ωB97M-V/def2-TZVPD.

The geometry in XYZ format:
```
24
Properties=species:S:1:pos:R:3:forces:R:3
C 0.791763 0.096721 1.036453 -0.77 -1.05 -0.81
C -0.011257 -0.654889 2.072339 0.26 -0.64 2.10
C -1.515061 -0.919680 1.922362 -0.40 1.35 0.17
N -2.154150 0.187794 1.219907 1.11 -1.10 -1.18
C 0.593967 -0.627721 -0.324326 1.80 0.98 0.81
N 1.256115 0.285896 -1.317382 -4.70 0.25 -3.72
C 0.464860 1.551507 -1.460456 2.14 1.89 2.61
C 1.217976 -0.204401 -2.713822 0.98 -1.34 -0.93
H 1.851211 0.125640 1.312814 -0.12 -0.44 -0.13
H 0.556062 1.147154 0.900216 -0.47 0.03 0.40
H 0.092503 -0.195696 3.063168 0.14 0.47 -0.32
H 0.503910 -1.602716 2.283928 -0.17 -0.05 -0.39
H -1.782786 -1.858599 1.433061 0.25 0.05 -0.11
H -1.968358 -0.922336 2.922449 0.44 -0.64 0.05
H -3.118039 0.047364 1.066024 -0.92 0.51 -0.10
H -1.781674 1.109877 1.265792 -0.25 0.33 0.51
H 0.937846 -1.665152 -0.324452 0.80 0.30 -0.15
H -0.419673 -0.748272 -0.730565 -0.29 0.72 0.46
H 0.199902 1.923209 -2.440985 -0.34 -0.97 -0.28
H 1.120255 2.403761 -1.154521 0.03 -0.45 0.13
H -0.273943 1.585648 -0.665423 -0.54 -0.15 -0.52
H 0.981777 0.500267 -3.507378 0.89 0.81 0.49
H 2.132102 -0.741905 -2.970527 -0.22 -0.26 0.09
H 0.324692 -0.823467 -2.888681 0.35 -0.60 0.83
```
Positions in Å, forces in eV/Å.

LUMO level (alpha / beta)   -2.568 / -7.740 eV
E_HOMO (alpha / beta)   -12.340 / -12.129 eV
Spin multiplicity   2
Gap between HOMO and LUMO (alpha / beta)   9.77 / 4.39 eV
Total charge   +1
Calculated total energy   -347.3371 a.u.
<S²>   0.7546

3.
This record from the Open Molecules 2025 dataset describes a cluster of 2 separate species, C6H16NO2P in total at a distorted geometry. The level of theory is ωB97M-V/def2-TZVPD.

The geometry in XYZ format:
```
26
Properties=species:S:1:pos:R:3:forces:R:3
C -3.086532 -0.356080 -0.601810 0.72 -1.06 0.38
C -0.820175 -1.674711 -0.534810 -0.55 0.04 -0.16
C 0.612479 0.100095 2.261724 1.44 -0.60 1.44
C 2.953255 0.232474 0.671285 1.92 1.73 -0.93
C 0.629996 1.614006 -0.095402 -0.61 1.15 0.80
C -1.705573 -0.637451 -1.177993 -0.03 -0.34 -0.24
N -0.471422 -0.604955 -3.043314 4.30 -1.25 -2.39
O 2.060286 2.400119 2.279933 0.49 0.71 -0.07
O -1.508777 -0.284883 -2.420818 -3.75 1.47 2.38
P 1.655526 1.303517 1.390758 -0.81 -1.82 -0.75
H -3.839455 -0.720432 -1.391086 0.67 0.03 1.70
H -3.293562 0.723534 -0.499388 0.20 -0.45 0.31
H -3.010724 -0.917212 0.472819 -1.06 1.44 -2.72
H -0.250040 -1.296762 0.331711 -0.42 -0.44 -0.49
H -0.136916 -2.160990 -1.222285 0.12 0.32 -0.28
H -1.538176 -2.449118 -0.236921 0.33 -0.02 0.50
H -0.234111 -0.153362 1.650987 -0.12 -0.61 -0.05
H 1.275506 -0.779300 2.675924 -1.64 1.52 -0.94
H 0.207320 0.659570 3.103495 0.05 -0.12 0.26
H 3.221715 0.701960 -0.366307 -0.06 -0.76 1.95
H 3.854932 0.247366 1.377035 -1.14 -0.01 -1.14
H 2.684396 -0.791832 0.449909 -0.41 -0.16 0.22
H 1.147422 2.299181 -0.787939 -0.26 -0.45 0.13
H 0.451581 0.618918 -0.517342 0.05 0.40 -0.29
H -0.502085 -0.166455 -3.981756 -0.61 -0.09 0.77
H -0.356865 2.092801 0.211594 1.19 -0.63 -0.39
```
Positions in Å, forces in eV/Å.

LUMO level (alpha / beta)   0.505 / 0.508 eV
E_HOMO (alpha / beta)   -8.328 / -7.696 eV
Spin multiplicity   1
Gap between HOMO and LUMO (alpha / beta)   8.83 / 8.20 eV
Calculated total energy   -784.6526 a.u.

4.
This record from the Open Molecules 2025 dataset describes a structure of composition C23H19F3N3NdO3S at a distorted geometry. The level of theory is ωB97M-V/def2-TZVPD.

The geometry in XYZ format:
```
53
Properties=species:S:1:pos:R:3:forces:R:3
Nd -0.384144 0.135285 -0.325823 -1.74 0.10 -1.61
O -0.777890 -1.874519 0.301756 0.30 -1.24 0.78
C -0.285314 -2.799863 1.105262 -0.17 0.19 -0.23
C -1.021025 -3.962748 1.373442 -0.02 -0.15 -0.01
C -0.521398 -4.951469 2.197412 0.01 0.02 0.00
C 0.733002 -4.821196 2.802005 -0.12 0.00 -0.07
C 1.454519 -3.674150 2.565851 0.10 0.00 0.05
C 0.972430 -2.653351 1.732712 0.34 0.16 0.13
C 1.788953 -1.450373 1.647345 -0.01 -0.49 0.26
N 1.507385 -0.405087 0.973049 0.90 0.54 0.39
N 2.377948 0.686110 1.195268 0.11 -0.43 0.13
C 1.976122 1.766775 0.599366 -0.11 0.34 -0.06
O 0.905968 1.887245 -0.144727 1.41 0.67 0.56
C 2.793376 2.990608 0.832311 -0.10 0.06 -0.05
C 2.683335 4.060588 -0.050574 0.02 0.08 0.06
C 3.417632 5.219620 0.165557 0.00 -0.04 0.03
C 4.249907 5.319604 1.274017 -0.02 -0.01 -0.03
C 4.354452 4.254699 2.161617 -0.02 -0.01 -0.03
C 3.632129 3.091688 1.938729 0.12 0.03 0.03
H -1.988321 -4.059590 0.895172 0.03 -0.03 0.03
H -1.112270 -5.842527 2.376080 0.01 0.03 -0.01
H 1.124214 -5.598841 3.443898 -0.02 0.01 -0.02
H 2.425358 -3.537891 3.033829 -0.06 -0.01 -0.02
H 2.686990 -1.412383 2.266840 0.01 -0.07 -0.01
H 2.017706 3.974175 -0.899129 0.01 -0.01 0.01
H 3.336471 6.047161 -0.529824 0.01 -0.05 0.04
H 4.816231 6.227135 1.447868 -0.02 -0.04 -0.01
H 5.001224 4.330893 3.028451 -0.04 0.00 -0.05
H 3.715930 2.249056 2.612984 -0.01 0.03 -0.02
F -2.263488 0.015334 -5.706922 0.08 0.25 -0.14
C -2.823839 -0.983505 -5.023929 -0.11 0.05 0.19
F -1.987300 -2.021465 -5.069097 0.15 -0.24 0.04
F -3.928277 -1.350519 -5.713688 0.00 0.00 -0.02
C -3.182133 -0.588376 -3.610863 -0.11 -0.07 -0.06
C -4.493901 -0.700571 -3.210662 -0.09 -0.01 -0.04
C -4.869152 -0.361076 -1.914275 -0.16 -0.05 -0.10
C -3.885024 0.083339 -1.074234 0.21 0.11 0.17
N -2.604676 0.206755 -1.442581 -0.57 0.01 -0.27
C -2.210815 -0.124863 -2.691957 0.06 -0.03 -0.10
S -0.516442 0.023885 -3.070299 -0.24 -0.03 -0.39
H -5.233340 -1.057428 -3.913734 0.00 0.00 0.01
H -5.892892 -0.443114 -1.576960 0.04 0.00 -0.03
H -4.110738 0.362710 -0.050942 0.04 0.00 0.01
C -0.146108 0.784790 3.559764 -0.05 0.05 0.03
C -1.014251 1.589935 2.647053 -0.10 0.10 0.06
C -1.339937 3.005060 3.010762 0.09 0.10 0.00
O -1.445402 1.133980 1.595077 -0.16 0.10 0.41
H -0.391523 0.995728 4.600937 0.03 -0.02 -0.03
H 0.892022 1.095907 3.388747 -0.04 0.01 0.02
H -0.232154 -0.277684 3.348539 -0.01 -0.03 -0.04
H -1.044988 3.253714 4.027396 -0.02 0.02 -0.03
H -2.406726 3.178532 2.865248 0.04 -0.01 0.00
H -0.806321 3.657206 2.310538 -0.02 -0.06 0.05
```
Positions in Å, forces in eV/Å.

LUMO level (alpha / beta)   -0.168 / -0.141 eV
E_HOMO (alpha / beta)   -7.956 / -7.995 eV
Spin multiplicity   4
Gap between HOMO and LUMO (alpha / beta)   7.79 / 7.85 eV
Calculated total energy   -2537.2081 a.u.
<S²>   3.7526

In kJ/mol, the ΔE to the lowest compared entry with this formula, charge and spin values for the records above are, in order, 325.9 208.3 390.4 19.0.